[1]
17
Properties=species:S:1:pos:R:3:forces:R:3 method="wB97M-V/def2-TZVPD" gap_ha="0.2686 / 0.2844" homo_ha="-0.2436 / -0.3093" max_force_ev_per_a=5.2 molar_mass_g_mol=153.058 s2=2.01 spin_multiplicity=3
C -0.4651 -0.7606 1.5599 1.727 0.533 -0.123
C -1.5440 0.4227 -1.2640 2.662 -1.389 -0.637
C -0.1912 0.6229 1.8118 -2.526 1.341 -0.173
N 0.9484 1.1299 1.3010 1.342 -1.368 0.992
O 0.6229 -1.4274 1.0346 0.878 -1.787 0.372
O -1.4476 -1.3802 1.7688 -2.838 -1.026 0.813
P 0.8259 -0.7812 -2.5974 -1.292 2.180 -4.552
P 0.0935 0.8849 -1.3573 0.618 0.019 0.017
H -1.5237 -0.5764 -0.9923 -0.678 -2.110 0.561
H -2.4164 0.8827 -1.1124 -2.935 2.208 0.368
H -1.0716 1.3786 1.9851 1.808 -1.860 -0.052
H 1.6137 0.3287 1.0931 -0.545 1.973 0.386
H 0.5352 -2.4170 1.2551 -0.156 2.225 -0.565
H 1.2411 1.9810 1.7473 0.665 0.088 -0.199
H 2.1611 -0.6979 -2.4417 1.681 0.371 0.519
H 0.6457 -1.4893 -1.5692 -0.559 -2.957 3.697
H -0.0278 1.8987 -2.2221 0.147 1.557 -1.425

[2]
16
Properties=species:S:1:pos:R:3:forces:R:3 method="wB97M-V/def2-TZVPD" gap_ha=0.4682 homo_ha=-0.4269 max_force_ev_per_a=1.4 molar_mass_g_mol=60.140 spin_multiplicity=1
C 1.0063 0.3135 -1.5924 1.356 -0.336 0.031
C 1.4122 0.8153 -3.0020 0.276 0.353 1.254
H 0.1546 -0.3535 -1.6699 -0.375 0.315 0.384
H 1.8118 -0.3073 -1.1786 -0.053 -0.140 -0.260
H 0.9632 1.0825 -0.8212 -0.845 0.173 -0.266
H 0.5579 0.7121 -3.6570 0.257 -0.098 -0.536
H 2.3170 0.2887 -3.2880 -0.300 -0.375 -0.669
H 1.7368 1.8573 -2.9941 -0.324 0.104 0.076
C -1.7820 -0.5584 1.7402 0.747 0.292 0.237
C -0.6837 -0.5720 2.8413 -0.794 -0.810 -0.540
H -2.6889 -1.1355 1.9137 0.166 -0.109 0.257
H -2.0363 0.4976 1.7723 -0.523 0.055 -0.700
H -1.3879 -0.7930 0.7524 -0.076 -0.096 0.000
H -0.4604 -1.5095 3.3479 -0.391 -0.261 -0.117
H 0.2614 -0.2943 2.3799 -0.023 0.668 0.314
H -1.1138 0.1134 3.5607 0.901 0.264 0.536

[3]
14
Properties=species:S:1:pos:R:3:forces:R:3 method="wB97M-V/def2-TZVPD" gap_ha=0.3855 homo_ha=-0.3627 max_force_ev_per_a=5.3 molar_mass_g_mol=105.093 spin_multiplicity=1
O 1.5543 1.4091 -1.0235 0.001 0.561 0.685
C 1.1449 0.5644 -0.2819 -0.157 -3.140 -1.943
O 1.8577 -0.5733 0.0123 0.645 0.960 -0.085
C -0.2544 0.2724 0.1605 -2.976 4.368 -0.066
C -1.1005 -0.8480 -0.4550 2.057 -2.277 0.999
O -2.4905 -0.8332 -0.1565 0.587 1.010 0.422
N -0.2536 0.3597 1.6506 -1.588 -0.800 -0.458
H 2.7182 -0.4589 -0.4271 -0.051 -0.111 0.215
H -0.9160 1.0868 -0.2535 1.019 0.331 0.477
H -0.9606 -0.9494 -1.5200 0.328 0.468 -0.431
H -0.6139 -1.7160 0.0018 -0.427 -0.725 -0.166
H -2.8546 -1.6412 -0.5234 -0.045 -0.065 0.031
H -1.1790 -0.0595 1.7996 0.354 0.084 0.956
H -0.3756 1.3325 1.9820 0.253 -0.665 -0.635

[4]
13
Properties=species:S:1:pos:R:3:forces:R:3 method="wB97M-V/def2-TZVPD" gap_ha=0.2605 homo_ha=-0.3390 max_force_ev_per_a=1.0 molar_mass_g_mol=147.224 spin_multiplicity=1
C -0.3615 1.9342 -1.3915 -0.482 0.090 0.008
C -0.4717 0.7034 0.7760 -0.013 -0.475 0.863
C -0.3856 -0.6327 0.0633 -0.160 -0.171 -0.074
C 0.9587 -1.1964 -0.1462 0.451 0.714 0.134
H -0.9514 2.7683 -1.7805 0.112 -0.066 0.106
H 0.6841 2.0995 -1.6295 0.196 -0.012 0.003
H -0.7179 1.0451 -1.9081 0.087 -0.064 0.073
H -0.6238 2.6498 0.5820 0.001 0.614 0.375
H 0.9668 -2.2396 -0.3914 -0.040 -0.552 -0.145
N -0.5956 1.8169 0.0404 0.076 -0.337 -0.561
O -0.4651 0.6645 2.0021 -0.030 0.152 -0.892
S -1.7057 -1.4792 -0.3539 0.313 0.286 0.108
S 2.3365 -0.3464 -0.0825 -0.511 -0.177 0.002

[5]
28
Properties=species:S:1:pos:R:3:forces:R:3 method="wB97M-V/def2-TZVPD" gap_ha="0.2763 / 0.2899" homo_ha="-0.2427 / -0.2564" max_force_ev_per_a=1.6 molar_mass_g_mol=142.242 spin_multiplicity=1
C 1.6668 0.5463 0.9024 0.304 1.288 0.849
C 1.0582 -1.0890 -0.4268 0.023 -1.014 -0.627
C 1.0661 1.3491 1.9981 0.080 -0.089 0.060
C 2.7143 1.1139 0.0031 -0.225 -0.165 -0.078
C 1.5900 -2.3996 -0.8707 -0.160 -0.011 0.083
O 1.2751 -0.7367 0.8620 -0.063 -0.226 -0.391
H 0.6110 -0.3703 -1.0943 0.031 0.218 0.130
H 1.7887 2.0569 2.4133 -0.026 -0.010 -0.006
H 0.7149 0.6870 2.7947 0.011 0.054 -0.026
H 0.2030 1.9329 1.6554 -0.043 0.024 0.010
H 2.3021 1.7382 -0.7988 0.064 0.026 -0.006
H 3.2877 0.3180 -0.4769 -0.010 -0.025 0.009
H 3.3966 1.7479 0.5827 -0.062 -0.057 -0.029
H 1.4687 -3.1346 -0.0695 0.011 -0.048 -0.037
H 2.6581 -2.3829 -1.1268 0.013 0.050 0.034
H 1.0527 -2.7500 -1.7534 0.007 -0.015 0.022
C -2.4587 -0.8197 -1.3984 -0.027 0.040 -0.001
C -2.2789 -0.0314 1.0061 -0.019 0.057 -0.019
C -2.1941 0.3182 -0.4530 0.277 -0.056 -0.005
C -1.8434 1.5294 -0.8774 -0.699 0.130 0.011
H -2.1753 0.8491 1.6399 0.027 -0.009 -0.016
H -2.3882 -0.5082 -2.4403 0.014 0.008 0.015
H -1.7392 -1.6250 -1.2249 -0.007 0.000 0.003
H -3.4544 -1.2391 -1.2294 0.022 0.019 0.007
H -3.2366 -0.5076 1.2345 0.035 -0.002 -0.022
H -1.4892 -0.7413 1.2675 -0.017 -0.013 0.005
H -1.7311 2.3591 -0.1909 0.213 -0.053 0.109
H -1.8651 1.7895 -1.9281 0.228 -0.123 -0.083

[6]
11
Properties=species:S:1:pos:R:3:forces:R:3 method="wB97M-V/def2-TZVPD" gap_ha=0.3333 homo_ha=-0.2975 max_force_ev_per_a=1.5 molar_mass_g_mol=87.078 spin_multiplicity=1
N -1.8698 -0.2902 0.0276 -0.056 -0.011 0.019
C -0.6146 0.2395 0.1807 0.064 -0.233 0.254
O -0.4767 1.3642 -0.5671 0.113 -0.030 0.041
C 0.3517 -0.2525 0.9820 -0.156 0.107 0.038
C 2.1639 0.2210 -1.1426 1.138 -0.924 -0.020
O 2.9673 -0.5739 -1.0437 -0.846 0.874 -0.188
H -2.0840 -1.1474 0.5087 0.027 0.106 -0.100
H -2.3483 -0.1061 -0.8385 0.082 -0.087 0.034
H 0.2534 -1.2267 1.4457 -0.099 0.165 0.008
H 1.1967 0.3635 1.2655 -0.097 -0.113 -0.135
H 0.4604 1.4087 -0.8183 -0.171 0.145 0.050

What did the third record say?
14
Properties=species:S:1:pos:R:3:forces:R:3 method="wB97M-V/def2-TZVPD" gap_ha=0.3855 homo_ha=-0.3627 max_force_ev_per_a=5.3 molar_mass_g_mol=105.093 spin_multiplicity=1
O 1.5543 1.4091 -1.0235 0.001 0.561 0.685
C 1.1449 0.5644 -0.2819 -0.157 -3.140 -1.943
O 1.8577 -0.5733 0.0123 0.645 0.960 -0.085
C -0.2544 0.2724 0.1605 -2.976 4.368 -0.066
C -1.1005 -0.8480 -0.4550 2.057 -2.277 0.999
O -2.4905 -0.8332 -0.1565 0.587 1.010 0.422
N -0.2536 0.3597 1.6506 -1.588 -0.800 -0.458
H 2.7182 -0.4589 -0.4271 -0.051 -0.111 0.215
H -0.9160 1.0868 -0.2535 1.019 0.331 0.477
H -0.9606 -0.9494 -1.5200 0.328 0.468 -0.431
H -0.6139 -1.7160 0.0018 -0.427 -0.725 -0.166
H -2.8546 -1.6412 -0.5234 -0.045 -0.065 0.031
H -1.1790 -0.0595 1.7996 0.354 0.084 0.956
H -0.3756 1.3325 1.9820 0.253 -0.665 -0.635